Entry 1:
A molecular structure, C18H36F5I2N2O7. Source: OMol25; level of theory: ωB97M-V with the def2-TZVPD basis set.

## Properties
Orbital gap (eV): 7.00
Net charge: +1
Multiplicity: 1
LUMO energy (hartree): -0.166
Calculated total energy (Eh): -2437.48264

CARTESIAN COORDINATES (ANGSTROEM)
C  4.0374  -1.5361  0.6602
C  3.8563  -0.8337  -0.5577
C  3.4247  0.1338  -1.8269
N  1.9404  0.4638  -1.7053
C  0.7358  -0.1292  -2.4022
C  -0.5262  0.7319  -1.7332
C  -2.1022  0.5096  -2.1261
I  -2.6669  0.9761  -4.2257
C  -3.1794  0.0105  -1.2282
C  -2.8671  -0.3388  0.3444
I  -5.2174  -0.2224  -2.0616
N  0.0140  1.7257  -0.7288
C  -0.6549  2.7251  0.1888
F  -1.0618  2.1368  1.5180
F  0.4090  3.7406  0.5349
C  -1.8834  3.5763  -0.4861
F  -3.2115  2.9903  -0.1458
F  -1.7069  3.8599  -1.9427
F  -1.8632  4.9305  0.1839
C  1.5279  1.5552  -0.7400
H  4.2189  -2.1100  1.6868
H  3.6446  -0.3640  -2.8634
H  3.9868  1.1817  -1.7823
H  0.7219  -0.9841  -3.2031
H  -1.7470  -0.5974  0.5813
H  -3.5598  -1.2643  0.6341
H  -3.2882  0.5649  1.0000
H  2.3506  2.1084  -0.1183
C  2.6086  -1.9163  -5.3580
O  1.4733  -1.0771  -5.2523
H  2.5852  -2.6494  -4.5484
H  2.5899  -2.4368  -6.3187
H  3.5169  -1.3142  -5.2752
H  1.5215  -0.4376  -5.9830
C  6.1712  -2.1315  4.7111
O  6.1074  -2.2256  3.2999
H  5.3283  -1.5339  5.0658
H  6.1147  -3.1320  5.1468
H  7.1066  -1.6476  5.0029
H  6.8672  -2.7609  3.0144
C  -0.3465  -2.0348  -8.0549
O  1.0667  -2.0264  -8.1385
H  -0.6408  -1.9638  -7.0052
H  -0.7499  -1.1797  -8.6028
H  -0.7319  -2.9663  -8.4769
H  1.2977  -2.0905  -9.0808
C  0.6932  0.5882  4.4020
O  0.6401  1.8626  3.7877
H  1.3710  0.6341  5.2576
H  -0.3052  0.3064  4.7456
H  1.0646  -0.1479  3.6848
H  0.0317  1.7909  3.0328
C  -0.9596  -0.0440  7.8821
O  0.0477  -0.9708  7.5209
H  -1.8996  -0.3388  7.4099
H  -1.0839  -0.0443  8.9678
H  -0.6784  0.9541  7.5371
H  0.8693  -0.6835  7.9542
C  -3.4857  0.7124  -8.7275
O  -2.4886  0.8424  -7.7309
H  -3.2598  -0.1604  -9.3445
H  -4.4610  0.5779  -8.2532
H  -3.4940  1.6071  -9.3549
H  -2.7156  1.6244  -7.1997
C  -4.7354  0.1876  9.1736
O  -3.5131  0.1780  9.8880
H  -4.5374  0.4607  8.1345
H  -5.1859  -0.8074  9.2071
H  -5.4126  0.9211  9.6182
H  -3.7203  -0.0674  10.8056

Atoms 1-2, force components in eV/Å:
C -1.43 5.14 -8.53
C 0.68 -4.10 8.02

The computed Mulliken charges, all in e, follow: -0.16, -0.16, -0.45, 0.30, -0.36, 0.25, -0.55, 0.23, 0.15, -0.82, 0.11, 0.31, 0.58, -0.31, -0.30, 0.63, -0.18, -0.20, -0.23, -0.38, 0.33, 0.14, 0.36, 0.32, 0.26, 0.40, 0.22, 0.40, -0.63, -0.39, 0.25, 0.28, 0.29, 0.22, -0.48, -0.48, 0.19, 0.26, 0.24, 0.29, -0.48, -0.49, 0.21, 0.19, 0.31, 0.29, -0.41, -0.50, 0.19, 0.23, 0.23, 0.33, -0.48, -0.53, 0.13, 0.27, 0.28, 0.30, -0.57, -0.42, 0.21, 0.26, 0.30, 0.23, -0.53, -0.47, 0.19, 0.27, 0.27, 0.29

Entry 2:
4 unconnected molecules or ions with the total composition C18H36INO6P. Source: OMol25; level of theory: ωB97M-V with the def2-TZVPD basis set.

## Properties
Orbital gap (eV): 5.93
Net charge: +1
Multiplicity: 1
LUMO energy (hartree): -0.183
Calculated total energy (Eh): -1852.40898

CARTESIAN COORDINATES (ANGSTROEM)
O  -5.1135  2.6590  3.7767
C  -4.3890  1.7255  3.6488
O  -4.5317  0.7354  2.6708
P  -4.4199  1.4032  1.0850
O  -5.9947  1.2429  0.4818
I  -3.0237  0.0200  -0.3760
C  -3.1820  1.4694  4.6319
C  -3.2527  0.3157  5.5398
C  -2.1005  0.0846  6.4033
N  -0.9896  0.9175  6.3723
C  -0.9209  2.0087  5.5362
C  -2.0108  2.3501  4.6086
H  -6.4975  0.7377  1.1587
H  -4.1216  -0.3762  5.5900
H  -2.0908  -0.7694  7.1168
H  -0.2003  0.7080  7.0009
H  -0.0216  2.6647  5.5329
H  -1.9532  3.2284  3.9284
C  -0.7860  -1.4319  -6.0864
C  -1.1896  -2.3473  -4.9430
O  -1.8259  -1.6695  -3.8692
C  -3.0306  -0.9861  -4.1825
C  -4.1213  -1.8922  -4.7265
H  -0.1200  -0.6427  -5.7268
H  -0.2707  -1.9995  -6.8642
H  -1.6490  -0.9469  -6.5448
H  -0.2919  -2.8091  -4.5273
H  -1.8207  -3.1668  -5.3008
H  -2.8275  -0.1585  -4.8704
H  -3.3769  -0.5343  -3.2508
H  -3.8292  -2.3669  -5.6644
H  -5.0326  -1.3197  -4.9103
H  -4.3467  -2.6885  -4.0131
C  4.3922  3.4452  -5.6244
C  3.0480  3.1044  -5.0030
O  2.2701  2.2114  -5.7844
C  2.8425  0.9386  -6.0421
C  3.1420  0.1427  -4.7831
H  4.2541  3.8792  -6.6178
H  4.9290  4.1619  -4.9991
H  5.0247  2.5635  -5.7380
H  2.4618  4.0203  -4.9073
H  3.1734  2.7102  -3.9889
H  3.7381  1.0456  -6.6631
H  2.1154  0.3878  -6.6434
H  3.8716  0.6445  -4.1452
H  3.5425  -0.8395  -5.0421
H  2.2319  0.0049  -4.1936
C  1.2881  -1.4116  4.0486
C  2.0308  -0.5015  5.0127
O  2.0556  -0.9865  6.3471
C  2.6776  -2.2526  6.5490
C  4.1366  -2.2855  6.1319
H  0.2588  -1.5679  4.3855
H  1.2678  -0.9713  3.0495
H  1.7579  -2.3921  3.9703
H  1.5226  0.4662  5.0463
H  3.0468  -0.3034  4.6599
H  2.1061  -3.0382  6.0445
H  2.6099  -2.4616  7.6186
H  4.2628  -2.0891  5.0660
H  4.5687  -3.2644  6.3455
H  4.7054  -1.5267  6.6739

Atoms 1-2, force components in eV/Å:
O 0.48 -0.37 -0.11
C 0.40 -0.62 0.26

The computed Mulliken charges, all in e, follow: -0.39, 0.02, -0.25, 0.20, -0.44, 0.11, 0.78, -0.30, -0.43, 0.03, -0.33, -0.32, 0.34, 0.42, 0.40, 0.31, 0.42, 0.44, -1.03, -0.39, -0.41, 0.00, -1.11, 0.26, 0.44, 0.28, 0.34, 0.31, 0.27, 0.00, 0.28, 0.40, 0.29, -1.01, -0.32, -0.42, -0.37, -1.08, 0.29, 0.38, 0.26, 0.32, 0.29, 0.34, 0.32, 0.34, 0.39, 0.28, -1.06, -0.17, -0.41, -0.35, -1.03, 0.25, 0.40, 0.32, 0.12, 0.36, 0.31, 0.32, 0.27, 0.39, 0.30

Entry 3:
7 unconnected molecules or ions with the total composition C18H36NO21S3. Source: OMol25; level of theory: ωB97M-V with the def2-TZVPD basis set.

## Properties
Orbital gap (eV): 8.05
Net charge: -1
Energy above the lowest of the compared OMol25 structures with the same formula, charge and spin (eV): 1.385
Multiplicity: 1
LUMO energy (hartree): 0.069
Calculated total energy (Eh): -3536.39408

CARTESIAN COORDINATES (ANGSTROEM)
N  -0.3305  0.6381  -0.3464
O  0.8020  0.4003  -0.9286
O  -1.1726  -0.1850  -0.2906
O  -0.3868  1.6584  0.3718
O  -6.5933  -0.8507  -2.5046
S  -6.4207  -0.2940  -1.3052
O  -5.7402  -0.8489  -0.1300
O  -5.4509  1.0531  -1.4177
C  -4.1098  0.7339  -1.8678
C  -3.2063  1.9836  -1.6703
C  -7.8698  0.4033  -0.6328
H  -3.9588  0.4211  -2.8615
H  -3.6319  -0.0716  -1.2083
H  -2.1566  1.6542  -2.0226
H  -3.1829  2.4791  -0.5504
H  -3.3599  2.7604  -2.5588
H  -8.2077  1.4427  -1.2475
H  -7.7350  0.6392  0.3860
H  -8.7207  -0.2946  -0.6606
O  1.6684  4.7619  2.7713
S  3.0748  4.7242  3.1780
O  3.5790  4.2874  4.3838
O  3.5929  3.6084  2.0492
C  3.1962  2.3253  2.4295
C  3.3229  1.3571  1.2781
C  3.9439  6.1538  2.8022
H  2.2765  2.1216  2.6819
H  3.8355  2.0624  3.1479
H  4.1387  1.4996  0.5606
H  2.5218  1.3425  0.7101
H  3.4932  0.4203  1.8207
H  3.4169  6.8982  3.2761
H  4.0472  6.2793  1.6849
H  5.0170  6.0796  2.9865
O  6.0694  -0.8696  -2.9812
S  5.5090  -0.4235  -1.7621
O  6.3897  -0.3915  -0.6692
O  5.1833  1.1592  -2.1374
C  4.6917  1.4280  -3.5224
C  4.2352  2.8249  -3.5859
C  3.8934  -1.0403  -1.3813
H  3.7921  0.9272  -3.9073
H  5.4066  1.2344  -4.1403
H  3.9831  3.2047  -4.4236
H  4.8936  3.5454  -3.4732
H  3.3611  3.0631  -3.1247
H  3.3380  -1.3145  -2.2988
H  3.6303  -0.3082  -0.9346
H  3.8853  -1.8965  -0.9178
C  -1.2879  -3.3201  -2.5988
C  -0.0840  -2.6446  -1.8236
O  0.9731  -3.5089  -2.0919
C  0.6579  -4.4846  -2.8946
O  1.5012  -5.2971  -3.3988
O  -0.5853  -4.4259  -3.1594
H  -1.8962  -2.6203  -3.3245
H  -2.1864  -3.5726  -1.9600
H  -0.4100  -2.6011  -0.7497
H  -0.0284  -1.5352  -2.0864
C  -0.3567  -1.6305  3.9774
C  0.2393  -0.9030  2.7423
O  1.5351  -0.7081  3.0589
C  1.7624  -0.9185  4.3032
O  2.7893  -0.5207  4.9082
O  0.8415  -1.7359  4.8452
H  -0.7405  -2.5669  3.6153
H  -1.1151  -0.8631  4.4661
H  -0.2971  0.0734  2.5628
H  -0.0091  -1.4451  1.9148
C  -3.2090  -2.8161  0.8622
C  -3.7274  -3.3629  2.2837
O  -5.0841  -3.8797  1.9549
C  -5.1441  -4.0204  0.6479
O  -5.9938  -4.6282  0.0024
O  -4.0385  -3.5365  0.0101
H  -2.1349  -3.1709  0.6872
H  -3.2416  -1.6530  0.5779
H  -3.5953  -2.5366  2.9654
H  -3.0888  -3.9539  2.6469

Atoms 1-2, force components in eV/Å:
N 5.80 2.63 1.70
O -1.54 0.06 -0.40

The computed Mulliken charges, all in e, follow: 0.57, -0.57, -0.22, -0.65, -0.59, 1.17, -0.56, -0.31, 0.32, -0.96, -0.91, 0.30, -0.20, 0.19, 0.25, 0.32, 0.27, 0.35, 0.35, -0.62, 1.23, -0.60, -0.35, -1.12, -0.75, -0.92, 0.66, 0.58, 0.39, 0.21, 0.23, 0.36, 0.30, 0.34, -0.68, 1.21, -0.61, -0.38, -0.15, -2.13, -0.46, 0.26, 0.49, 0.78, 0.56, 0.47, 0.26, -0.36, 0.81, 0.19, 0.67, -0.30, 0.56, -0.67, -0.33, 0.12, -0.04, -0.34, 0.10, -0.14, 0.41, -0.02, 0.46, -0.63, -0.38, 0.24, 0.22, 0.14, -0.32, 0.61, -0.71, -0.35, 0.57, -0.62, -0.28, -0.11, -0.13, 0.43, 0.55